14
Properties=species:S:1:pos:R:3:forces:R:3 method="wB97M-V/def2-TZVPD" homo_lumo_gap_ha=0.3757 de_lowest_ev=1.320 e_lumo_ev=1.02 molar_mass_g_mol=102.1
C -0.414 0.226 -1.440 1.583 -0.832 0.415
C 0.593 -0.079 -0.311 -0.497 1.622 1.388
C 0.554 1.064 0.800 -0.489 1.790 -1.369
C 0.417 0.560 2.018 0.578 -2.583 -5.013
F 0.315 1.206 3.097 -0.370 1.143 3.122
C 0.404 -0.964 1.841 1.580 -0.275 1.744
O 0.270 -1.263 0.488 0.679 1.331 -1.608
H -1.235 0.661 -0.940 -1.634 -0.084 0.126
H -0.588 -0.732 -2.006 -0.134 1.356 0.287
H 0.023 1.072 -2.011 -0.148 -0.866 -0.196
H 1.559 -0.166 -0.810 0.394 -0.268 0.511
H 0.410 2.215 0.622 0.655 -2.426 0.016
H 1.322 -1.453 2.332 -0.962 0.622 -0.773
H -0.445 -1.415 2.254 -1.235 -0.531 1.349

***

47
Properties=species:S:1:pos:R:3:forces:R:3 method="wB97M-V/def2-TZVPD" homo_lumo_gap_ha=0.2536 e_lumo_ev=-14.92 molar_mass_g_mol=424.3 charge=+4
Ti -0.405 -0.587 -0.317 0.164 1.132 -0.950
N -2.688 1.239 1.438 -0.022 0.017 0.056
C -1.484 1.162 1.987 0.091 0.061 -0.079
N -1.273 1.699 3.153 0.076 -0.073 -0.091
C -0.041 1.631 3.678 0.060 0.069 0.180
N 0.196 2.174 4.834 -0.002 -0.033 -0.017
N 1.033 1.001 3.050 -0.151 0.034 -0.010
C 0.794 0.465 1.925 -0.056 -0.123 -0.140
N -0.465 0.487 1.268 0.034 0.085 0.289
C 1.885 -0.272 1.216 -0.239 -0.090 -0.043
C 3.142 -0.422 1.745 0.146 0.022 0.022
C 4.089 -1.161 1.029 0.026 0.020 0.052
C 3.745 -1.734 -0.190 0.058 -0.020 -0.007
C 2.466 -1.560 -0.675 -0.116 0.120 0.092
N 1.548 -0.840 0.014 0.316 -0.078 0.163
H -3.408 1.727 1.958 -0.004 -0.001 0.011
H -2.907 0.952 0.499 0.000 -0.034 -0.041
H -0.549 2.642 5.340 -0.002 0.008 0.009
H 1.117 2.131 5.252 0.006 0.008 0.000
H 3.377 0.030 2.699 0.016 -0.005 -0.009
H 5.089 -1.289 1.428 -0.007 0.001 0.003
H 4.457 -2.315 -0.762 0.008 0.005 0.011
H 2.154 -1.992 -1.618 -0.019 -0.016 -0.017
C 1.039 3.866 -3.523 -0.080 -0.049 -0.014
C -0.041 2.852 -3.560 -0.027 0.131 -0.160
N -0.986 2.751 -4.448 0.020 -0.210 0.217
N -1.733 1.671 -4.080 0.037 0.175 -0.148
C -1.280 1.101 -2.988 -0.164 -0.133 -0.038
S -1.867 -0.294 -2.138 0.089 0.018 0.268
N -0.212 1.823 -2.631 0.149 -0.007 0.193
N 0.524 1.476 -1.486 -0.061 -0.175 -0.081
H 0.902 4.538 -4.369 0.004 0.005 -0.004
H 2.022 3.400 -3.613 -0.002 0.006 0.002
H 0.996 4.458 -2.606 0.007 0.000 -0.003
H -2.530 1.403 -4.652 -0.006 0.026 -0.023
H 0.516 2.277 -0.853 -0.002 0.008 0.049
H 1.494 1.335 -1.772 0.036 -0.005 0.016
C -1.566 -3.992 1.542 -0.060 -0.083 -0.035
C -1.804 -3.293 0.287 0.207 0.386 -0.141
C -2.694 -3.799 -0.749 -0.067 -0.128 0.110
O -1.189 -2.158 0.080 -0.481 -1.092 0.322
H -2.539 -4.147 2.032 0.024 -0.026 0.028
H -0.873 -3.489 2.208 0.018 0.029 0.001
H -1.224 -5.010 1.310 -0.004 -0.005 0.044
H -2.391 -4.827 -0.992 -0.028 0.009 -0.030
H -2.740 -3.187 -1.644 0.010 0.021 -0.010
H -3.694 -3.923 -0.306 -0.004 -0.007 -0.048

***

19
Properties=species:S:1:pos:R:3:forces:R:3 method="wB97M-V/def2-TZVPD" homo_lumo_gap_ha=0.4108 de_lowest_ev=0.946 e_lumo_ev=-3.18 molar_mass_g_mol=119.1 charge=+1
N 2.654 0.296 0.796 -0.776 1.015 -0.406
C 1.504 -0.343 0.359 2.537 -0.168 0.271
O 1.676 -1.164 -0.535 -1.271 -0.097 -0.595
C 0.176 -0.265 1.130 1.840 2.308 2.641
C -1.077 -0.109 0.310 0.873 -1.229 1.072
N -0.964 -1.254 -0.682 -1.319 0.145 -1.426
C -1.220 1.283 -0.258 -1.079 0.995 1.234
O -2.429 1.380 -0.955 -0.420 -0.589 -0.711
H 3.477 0.348 0.151 -1.295 -0.566 0.739
H 2.553 1.140 1.345 -0.013 -0.195 0.138
H 0.172 0.556 1.946 0.231 -0.701 -1.602
H 0.248 -1.090 1.850 -0.567 -0.561 -0.693
H -1.877 -0.337 1.052 -0.026 0.125 -1.192
H -1.700 -1.161 -1.432 0.575 -0.592 1.105
H -0.973 -2.124 -0.141 -0.868 -0.041 -0.315
H -0.033 -1.380 -1.153 0.148 0.977 0.475
H -0.386 1.601 -0.862 0.593 -0.026 -0.160
H -1.336 1.959 0.644 0.747 -0.670 -0.715
H -2.483 2.198 -1.465 0.090 -0.128 0.142

***

Number 1: E -369.7505 a.u.. Number 2: E -2414.5425 a.u.. Number 3: E -418.7651 a.u..